[1]
Density functional theory data (ωB97M-V/def2-TZVPD) for a gas-phase ion, C3H4Cl3N3 (charge +2) at a distorted geometry.

Last column: natural (NBO) charge in e.
Element x y z (Å)
Cl1 -1.6863 2.5163 -1.4556  0.4273
C1 -0.8462 1.5218 -0.5037  0.4592
N1 -0.8120 1.4198 0.9540  -0.5487
C2 -0.0818 0.4845 1.7007  0.2309
Cl2 1.4701 1.1992 2.2903  0.1175
Cl3 -1.1186 0.0017 3.1826  0.1328
N2 0.2927 -0.6115 0.8269  -0.4865
C3 0.4884 -0.5170 -0.4617  0.4354
N3 -0.1006 0.5191 -1.0597  -0.5565
H1 -1.2679 1.9954 1.6153  0.4855
H2 0.8241 -1.3928 1.3651  0.5043
H3 1.0608 -1.3222 -0.8265  0.3030
H4 -0.0593 0.4253 -2.1020  0.4958

The structure (SMILES) is ClC1=[NH+]C(Cl)(Cl)NC=[NH+]1. The frontier orbital gap comes out at 8.321 eV. The calculation puts the calculated total energy at -45193.2657 eV. As for the net charge: +2. The molecular weight comes out at 188.45 g/mol. Its max |F| is 6.4 eV/Å. Its LUMO energy is -11.06 eV.


[2]
Density functional theory data (ωB97M-V/def2-TZVPD) for a molecular structure, C29H27AsBF6N6S2W at a distorted geometry.

Last column: Löwdin spin population.
Element x y z (Å)
W1 0.6800 0.2002 -0.1517  0.8468
C1 4.2715 -0.2328 2.3734  -0.0020
C2 3.9709 0.4879 3.5286  0.0102
C3 2.7223 1.0519 3.6281  -0.0017
C4 1.7806 0.9001 2.6124  0.0096
N1 2.0755 0.1779 1.4872  -0.0067
C5 3.3138 -0.3502 1.4057  0.0080
C6 0.4459 1.4730 2.6446  0.0008
C7 -0.0567 2.1278 3.7766  0.0006
C8 -1.3227 2.6702 3.7807  0.0004
C9 -2.1086 2.5805 2.6422  0.0005
C10 -1.6126 1.9290 1.5217  0.0003
C11 -0.3540 1.3414 1.4839  -0.0064
H1 5.2389 -0.6885 2.2296  -0.0003
H2 4.7048 0.6154 4.3111  0.0006
H3 2.4679 1.6301 4.5029  -0.0003
H4 3.5450 -0.9007 0.5050  0.0001
H5 0.5461 2.1934 4.6720  0.0000
H6 -1.7004 3.1672 4.6643  0.0000
H7 -3.1026 3.0059 2.6205  0.0000
H8 -2.2551 1.8872 0.6524  0.0001
S1 -1.7507 -2.4274 -1.1875  0.8372
C12 -3.3468 -2.5496 -1.8360  0.1766
C13 -3.7671 -3.7329 -2.4690  0.0106
C14 -5.0400 -3.8403 -2.9750  0.0940
C15 -5.9561 -2.7857 -2.8449  0.0074
C16 -5.5779 -1.6234 -2.2297  0.0547
C17 -4.2656 -1.4753 -1.7347  0.0946
S2 -3.7694 -0.0089 -1.0417  0.6036
H9 -3.0633 -4.5509 -2.5501  0.0043
H10 -5.3418 -4.7453 -3.4844  0.0060
H11 -6.9603 -2.8844 -3.2339  -0.0009
H12 -6.2606 -0.7928 -2.1206  0.0025
B1 1.0656 -2.7010 2.3393  0.0002
N2 -0.3787 -2.1698 2.3073  0.0002
C18 -1.3429 -2.5452 3.1453  0.0085
C19 -2.4940 -1.8412 2.8427  0.0028
C20 -2.1262 -1.0400 1.7772  0.0307
N3 -0.8389 -1.2375 1.4462  0.0362
N4 1.4871 -2.9202 0.8714  0.0001
C21 2.1089 -3.9957 0.3989  -0.0004
C22 2.3375 -3.8247 -0.9581  0.0013
C23 1.7987 -2.5830 -1.2417  0.0026
N5 1.2828 -2.0339 -0.1259  -0.0042
H13 1.7856 -1.9100 2.8817  0.0000
H14 1.0685 -3.7619 2.8889  0.0000
H15 -1.1657 -3.2869 3.9037  0.0005
H16 -3.4532 -1.8952 3.3231  0.0000
H17 -2.7448 -0.3481 1.2443  0.0147
H18 2.3548 -4.8202 1.0438  -0.0001
H19 2.8319 -4.4978 -1.6332  0.0000
H20 1.7575 -2.0751 -2.1890  0.0002
C24 -1.4442 4.6314 -4.6237  0.0004
C25 -1.2709 3.6510 -3.5113  0.0026
C26 -0.8715 4.0370 -2.2354  0.0010
C27 -0.6842 3.0913 -1.2506  0.0017
N6 -0.8409 1.7718 -1.4386  -0.0022
C28 -1.2945 1.4116 -2.6528  0.0114
C29 -1.5060 2.2905 -3.6905  0.0024
H21 -1.9315 5.5391 -4.2697  0.0001
H22 -2.0401 4.2036 -5.4278  0.0000
H23 -0.4680 4.9020 -5.0297  0.0002
H24 -0.7178 5.0818 -2.0019  0.0000
H25 -0.4038 3.3992 -0.2530  0.0000
H26 -1.5071 0.3633 -2.8015  0.0043
H27 -1.8594 1.9189 -4.6423  -0.0001
F1 0.2252 -0.4645 -1.8479  0.0761
As1 1.8898 1.6129 -2.8945  0.0002
F2 1.4842 1.9944 -0.2139  0.0291
F3 2.0787 2.5313 -4.4429  -0.0006
F4 3.5006 2.0595 -2.4752  0.0004
F5 2.3461 0.1778 -3.7543  0.0010
F6 2.4378 0.0339 -1.0963  0.0273

As for the multiplicity: 4. The frontier orbital gap (alpha / beta) comes out at 7.883 / 5.989 eV. The calculation puts the calculated total energy at -140771.2156 eV. The molecular weight comes out at 907.27 g/mol. Its max |F| is 2.7 eV/Å. Its LUMO energy (alpha / beta) is -0.39 / -2.40 eV.


[3]
Density functional theory data (ωB97M-V/def2-TZVPD) for 10 unconnected molecules or ions with the total composition C37H63N3O21 at a distorted geometry.

Last column: Mulliken charge in e.
Element x y z (Å)
C1 0.5465 -0.5775 4.5416  -0.9513
C2 -0.2166 0.7187 4.6742  0.9251
C3 -1.7343 0.4433 4.5899  1.2799
O1 -2.2234 1.0440 5.7281  -0.4105
C4 -1.2813 1.4332 6.5147  0.4584
O2 -1.4949 1.9780 7.5964  -0.6052
O3 -0.0473 1.2743 5.9331  -0.4328
H1 0.4445 -1.2166 5.3923  0.3796
H2 1.5782 -0.3316 4.5441  0.3980
H3 0.3673 -1.1405 3.5786  -0.2289
H4 -0.0117 1.5870 3.9295  0.0845
H5 -1.9822 -0.6092 4.4838  -0.1717
H6 -2.2697 0.9887 3.7480  -0.6593
C5 1.4278 3.2687 -1.6813  -0.6467
C6 2.5360 4.2981 -1.7127  0.0052
C7 2.4106 5.5753 -0.8121  -0.4109
O4 3.3424 5.1976 0.1973  -0.3728
C8 4.1984 4.3702 -0.1873  0.6975
O5 5.3150 4.2098 0.2360  -0.6000
O6 3.7666 3.8283 -1.3177  -0.3074
H7 1.6010 2.4077 -2.3177  0.1281
H8 0.4870 3.6958 -2.0636  0.4368
H9 1.0439 2.9568 -0.7286  0.0423
H10 2.6310 4.6219 -2.7040  0.4514
H11 1.4526 5.5882 -0.3843  0.2311
H12 2.6466 6.4293 -1.4168  0.3019
C9 4.6638 0.5821 -1.7198  -0.5096
C10 5.6545 -0.4769 -2.2043  0.2367
C11 5.9853 -1.4403 -0.9908  -0.4391
O7 5.1043 -2.5043 -1.2094  -0.3845
C12 4.7162 -2.5275 -2.4941  0.7274
O8 4.1532 -3.4626 -3.0567  -0.6351
O9 5.0803 -1.4560 -3.0977  -0.3520
H13 3.7849 0.1767 -1.1364  -0.3759
H14 4.2004 1.3000 -2.4906  0.2309
H15 5.0674 1.1768 -0.9356  0.4751
H16 6.5781 0.0098 -2.6063  0.3367
H17 5.9958 -0.8885 -0.0587  0.1960
H18 6.9999 -1.8350 -1.0532  0.3835
C13 -0.2288 -5.1682 1.9541  -0.9212
C14 -1.3452 -5.0366 2.9418  0.2860
C15 -1.0882 -4.0538 4.0314  -0.2611
O10 -2.0532 -3.1091 3.7568  -0.2005
C16 -2.9766 -3.4779 2.9399  0.7821
O11 -4.0791 -2.9345 2.7388  -0.6531
O12 -2.5743 -4.6006 2.3242  -0.4040
H19 0.6921 -5.5327 2.3238  0.4768
H20 -0.0920 -4.1288 1.5809  -0.1333
H21 -0.3766 -5.8442 1.0702  0.4653
H22 -1.5447 -6.0238 3.3628  0.3016
H23 -0.0716 -3.6191 4.0889  0.0222
H24 -1.1840 -4.5295 5.0027  0.3010
C17 -3.4709 -0.6819 0.8514  -0.7932
O13 -2.4324 0.1452 0.2319  0.7567
C18 -1.1861 -0.1207 0.6937  -0.0814
O14 -0.9482 -1.2041 1.5609  -0.3218
O15 -0.2455 0.5462 0.1264  0.6692
C19 1.1379 0.2269 0.3254  -0.6729
H25 -3.4187 -0.4545 1.9592  0.1624
H26 -3.4152 -1.7165 0.6459  0.1118
H27 -4.4392 -0.4650 0.3174  0.1443
H28 1.2710 -0.7094 -0.1724  0.0403
H29 1.3787 0.1646 1.3878  0.1348
H30 1.6670 0.9857 -0.1228  -0.1373
C20 -4.7687 1.9768 2.6173  -0.8542
O16 -3.3910 2.1203 2.1773  -0.0055
C21 -3.0306 3.0472 1.3505  0.4996
O17 -4.0096 3.8703 0.7132  -0.7295
O18 -1.7074 3.2101 1.0899  -0.2072
C22 -1.4300 3.9828 -0.0334  0.5540
H31 -5.2176 2.9414 2.9136  0.3332
H32 -4.8907 1.1976 3.2789  0.4161
H33 -5.4293 1.7044 1.7260  0.2449
H34 -2.0974 4.7800 -0.2763  0.4402
H35 -1.2744 3.3165 -0.8652  -0.4947
H36 -0.4336 4.4046 0.0688  -0.2906
C23 -4.2670 1.7429 -1.9114  -0.1046
O19 -4.3040 1.9940 -3.2989  -0.3421
C24 -3.5139 3.0265 -3.8124  0.6507
O20 -2.6315 3.8861 -3.0455  -0.5891
O21 -3.5970 3.0511 -5.1429  -0.2699
C25 -2.9460 4.0178 -5.8509  -0.6781
H37 -4.3771 2.6344 -1.2360  0.2801
H38 -3.4028 1.1681 -1.7993  -0.1799
H39 -5.0429 1.0400 -1.8881  0.3817
H40 -1.9527 3.7919 -6.1076  0.3029
H41 -2.8344 4.9905 -5.2912  0.3127
H42 -3.5214 4.0079 -6.7838  0.2709
C26 2.6888 -3.0912 2.1420  -1.5414
C27 3.8589 -2.2433 1.5823  0.7784
C28 4.3858 -1.3051 2.7365  -0.7445
C29 4.3233 0.0238 2.2566  0.4200
N1 4.3581 1.0939 1.8419  -0.4899
H43 2.2576 -3.4848 1.2760  0.2973
H44 2.0240 -2.5739 2.8064  0.2400
H45 3.1274 -3.9516 2.6461  0.4990
H46 3.5337 -1.6932 0.6739  -0.6647
H47 4.6373 -2.9242 1.3566  0.6794
H48 5.3507 -1.6068 3.1096  0.3970
H49 3.6536 -1.2693 3.5652  0.2794
C30 -2.1483 -0.0041 -5.0139  -1.5540
C31 -1.0513 0.9446 -4.4915  -0.2090
C32 -0.7505 0.6236 -3.0242  3.5971
C33 0.5757 0.0229 -2.8314  -0.7072
N2 1.6010 -0.5298 -2.8005  -0.4549
H50 -2.9567 -0.3452 -4.3579  0.3014
H51 -1.8135 -0.9584 -5.4321  0.4096
H52 -2.6366 0.2805 -5.9068  0.4654
H53 -1.4071 2.0178 -4.5801  -0.0481
H54 -0.0975 0.8852 -5.0049  0.6410
H55 -1.4439 -0.1044 -2.5741  -0.7153
H56 -0.7743 1.5178 -2.4434  -1.7900
C34 0.5012 -3.8922 -1.3636  -0.5398
C35 -0.7516 -3.3209 -1.9124  0.6982
C36 -2.0401 -3.8713 -1.4669  0.7125
C37 -3.1372 -2.9318 -1.8313  -0.0039
N3 -4.0189 -2.1857 -2.0838  -0.6446
H57 0.8546 -3.1856 -0.5776  -0.3364
H58 1.2322 -4.0763 -2.1769  0.3522
H59 0.3957 -4.7914 -0.7717  0.1895
H60 -0.6302 -3.3027 -3.0252  0.4610
H61 -0.7411 -2.2144 -1.7488  -0.9341
H62 -2.1078 -3.9436 -0.4552  -0.4338
H63 -2.2761 -4.8637 -1.9407  0.4646

The structure (SMILES) is C[C@H]1COC(=O)O1.C[C@H]1COC(=O)O1.C[C@H]1COC(=O)O1.C[C@H]1COC(=O)O1.COC(=O)OC.COC(=O)OC.COC(=O)OC.CCCC#N.CCCC#N.CCCC#N. The frontier orbital gap comes out at 10.591 eV. The calculation puts the calculated total energy at -86850.6383 eV. The molecular weight comes out at 885.91 g/mol. Its max |F| is 9.0 eV/Å. Its LUMO energy is 0.29 eV.


What is the formula in the first record? C3H4Cl3N3